(1)
A structure of composition C36H34ClFeN2O4P2S2, computed with ωB97M-V/def2-TZVPD.

Structure (ORCA input):
```
! wB97M-V def2-TZVPD RIJCOSX def2/J DEFGRID3
* xyz -1 5
Fe -0.63 -0.03 -0.14
O 0.22 0.95 -1.66
C 1.35 0.73 -2.25
C 1.86 1.72 -3.14
C 3.06 1.59 -3.78
C 3.85 0.45 -3.60
C 3.38 -0.54 -2.76
C 2.17 -0.43 -2.07
C 1.79 -1.56 -1.24
N 0.75 -1.60 -0.50
N 0.50 -2.80 0.17
C -0.61 -2.68 0.85
O -1.36 -1.65 0.95
C -1.06 -3.92 1.58
C -2.40 -4.04 1.90
C -2.85 -5.16 2.59
C -1.96 -6.16 2.96
C -0.62 -6.04 2.63
C -0.17 -4.92 1.94
H 1.23 2.59 -3.29
H 3.40 2.38 -4.45
H 4.80 0.34 -4.11
H 3.97 -1.44 -2.61
H 2.44 -2.44 -1.27
H -3.07 -3.25 1.60
H -3.91 -5.26 2.83
H -2.31 -7.03 3.51
H 0.08 -6.81 2.91
H 0.87 -4.82 1.66
Cl -0.38 0.38 2.97
C 1.26 0.35 3.55
C 1.50 -0.21 4.79
C 2.79 -0.23 5.29
C 3.83 0.33 4.55
C 3.56 0.89 3.31
C 2.28 0.91 2.78
P 1.87 1.44 1.06
C 3.52 1.99 0.47
C 4.36 1.00 -0.04
C 5.64 1.30 -0.47
C 6.10 2.61 -0.42
C 5.27 3.61 0.08
C 3.99 3.30 0.53
C 1.04 3.05 1.31
C 0.63 3.71 0.15
C -0.05 4.91 0.23
C -0.35 5.46 1.47
C 0.03 4.80 2.63
C 0.73 3.60 2.55
H 0.68 -0.64 5.35
H 2.99 -0.67 6.26
H 4.84 0.33 4.94
H 4.38 1.33 2.74
H 4.00 -0.02 -0.10
H 6.27 0.52 -0.88
H 7.09 2.86 -0.76
H 5.62 4.63 0.13
H 3.35 4.09 0.91
H 0.83 3.26 -0.82
H -0.36 5.41 -0.68
H -0.91 6.39 1.53
H -0.22 5.22 3.59
H 1.02 3.10 3.46
C -4.85 3.35 -2.14
C -4.59 1.89 -2.46
O -4.79 1.09 -1.30
P -3.49 0.43 -0.57
S -2.66 -0.86 -1.79
S -2.30 1.83 0.19
O -4.25 -0.22 0.68
C -5.30 -1.16 0.46
C -5.75 -1.68 1.81
H -4.64 3.97 -3.01
H -4.20 3.67 -1.32
H -5.88 3.50 -1.83
H -3.57 1.75 -2.84
H -5.28 1.53 -3.22
H -4.93 -1.97 -0.18
H -6.12 -0.66 -0.06
H -4.95 -2.23 2.31
H -6.61 -2.34 1.69
H -6.04 -0.85 2.45
*
```

Results
**Energy relative to the best compared isomer or geometry (same formula, charge and spin)**: 0.413 eV
**Kohn-Sham gap (alpha / beta)**: 0.257 / 0.255 Eh
**Calculated total energy**: -136219.0253 eV
**⟨S²⟩**: 6.01



(2)
The molecule C6H12O, computed with ωB97M-V/def2-TZVPD.

Structure (ORCA input):
```
! wB97M-V def2-TZVPD RIJCOSX def2/J DEFGRID3
* xyz 0 1
C -0.92 2.03 0.90
C -0.43 0.80 0.83
C -1.05 -0.36 1.54
C 0.93 0.57 0.20
C 1.23 -0.80 -0.40
C 0.51 -1.08 -1.75
O -0.73 -0.37 -1.76
H -0.45 2.81 0.31
H -1.76 2.29 1.48
H -0.28 -0.90 2.08
H -1.50 -1.10 0.90
H -1.74 -0.03 2.31
H 1.63 0.77 1.02
H 1.10 1.35 -0.54
H 0.94 -1.58 0.29
H 2.30 -0.85 -0.58
H 1.15 -0.74 -2.56
H 0.28 -2.15 -1.70
H -1.20 -0.68 -2.56
*
```

Results
**Energy relative to the best compared isomer or geometry (same formula, charge and spin)**: 1.339 eV
**Kohn-Sham gap**: 0.356 Eh
**Calculated total energy**: -8463.0153 eV
**SMILES**: C=C(C)CCCO



(3)
A structure of composition C14H16F5O8S7W, computed with ωB97M-V/def2-TZVPD.

Structure (ORCA input):
```
! wB97M-V def2-TZVPD RIJCOSX def2/J DEFGRID3
* xyz 1 1
W -0.78 1.12 0.02
C 0.95 -2.63 -0.52
C 2.23 -1.98 0.05
S 2.14 -0.93 1.50
C 1.57 -1.87 2.98
C 0.14 -2.32 2.93
S -0.86 -1.20 1.89
C -2.36 -2.15 1.94
C -3.52 -1.32 1.37
S -3.20 -0.47 -0.24
C -3.04 -1.83 -1.46
C -1.71 -2.58 -1.33
S -0.32 -1.47 -1.15
H 0.44 -3.24 0.22
H 1.20 -3.26 -1.39
H 2.76 -1.39 -0.73
H 2.97 -2.77 0.33
H 1.74 -1.16 3.83
H 2.27 -2.71 3.16
H -0.31 -2.15 3.93
H 0.01 -3.35 2.54
H -2.55 -2.30 3.01
H -2.26 -3.14 1.44
H -3.81 -0.46 2.01
H -4.41 -1.92 1.18
H -3.14 -1.31 -2.44
H -3.93 -2.46 -1.31
H -1.52 -3.16 -2.27
H -1.77 -3.31 -0.48
O -1.32 1.98 3.68
S -1.29 2.56 2.36
O -1.01 3.96 2.15
O 0.02 1.78 1.60
O -2.27 2.02 1.35
F 5.11 4.25 -2.80
C 4.09 3.47 -2.30
C 3.72 2.28 -2.96
F 4.34 1.90 -4.10
C 2.69 1.50 -2.42
F 2.45 0.31 -2.99
C 2.03 1.88 -1.26
O 1.14 0.99 -0.74
C 2.36 3.14 -0.69
F 1.73 3.42 0.45
C 3.39 3.97 -1.17
F 3.82 5.12 -0.58
O -1.86 3.82 -3.11
S -2.12 2.82 -2.11
O -1.00 2.88 -0.89
O -3.40 2.63 -1.46
S -1.54 1.03 -3.02
*
```

Results
**Kohn-Sham gap (alpha / beta)**: 0.187 / 0.194 Eh
**Calculated total energy**: -122405.9989 eV